ORCA calculation (ωB97M-V/def2-TZVPD) on 13 unconnected molecules or ions with the total composition C48H78O31 in a non-equilibrium geometry.

Computed properties:
Molar mass ... 1151.1 g mol⁻¹
HOMO ... -9.108 eV
E ... -4208.371098 Eh
Gap between HOMO and LUMO ... 9.550 eV

The geometry in ORCA input format:
```
! wB97M-V def2-TZVPD RIJCOSX def2/J DEFGRID3
* xyz 0 1
C 13.83 11.31 7.62
C 12.68 11.45 8.54
O 12.12 12.51 8.66
C 12.25 10.20 9.30
H 14.70 11.44 8.21
H 13.72 12.00 6.79
H 13.82 10.30 7.19
H 11.93 9.35 8.68
H 11.43 10.36 9.99
H 13.09 9.86 9.88
C 17.84 8.88 12.18
C 16.39 8.86 11.82
O 15.83 9.78 11.26
C 15.65 7.62 12.07
H 18.54 8.41 11.53
H 18.00 8.51 13.21
H 18.14 9.96 12.19
H 14.60 7.76 11.93
H 15.89 7.27 13.09
H 16.15 6.85 11.45
C 17.06 9.85 17.12
C 17.88 9.01 16.15
O 18.47 9.48 15.20
C 17.91 7.54 16.57
H 16.94 10.85 16.76
H 17.73 9.94 18.01
H 16.13 9.42 17.46
H 18.91 7.15 16.44
H 17.24 6.96 15.94
H 17.60 7.52 17.59
C 9.31 12.99 13.65
C 9.32 14.17 14.60
O 8.34 14.51 15.18
C 10.58 14.99 14.80
H 8.62 13.24 12.84
H 9.06 12.11 14.23
H 10.32 12.83 13.26
H 11.00 14.54 15.73
H 10.27 16.03 15.08
H 11.39 14.86 14.03
C 20.25 17.84 10.96
C 19.65 16.86 11.87
C 18.29 17.17 12.45
O 17.30 16.37 11.64
C 18.02 15.48 10.92
O 17.57 14.69 10.16
O 19.33 15.64 11.02
H 19.48 18.07 10.17
H 21.11 17.46 10.45
H 20.48 18.79 11.50
H 20.39 16.54 12.65
H 18.04 18.22 12.30
H 18.27 16.90 13.52
C 14.56 14.77 21.04
C 15.60 15.19 20.00
C 16.81 14.29 19.89
O 16.34 13.29 18.99
C 15.34 13.79 18.21
O 14.82 13.20 17.32
O 14.96 14.97 18.66
H 14.37 13.69 20.85
H 13.64 15.34 20.86
H 14.95 14.85 22.00
H 15.81 16.29 19.91
H 17.05 13.91 20.89
H 17.77 14.63 19.53
C 13.11 16.58 10.72
C 13.24 15.09 10.47
C 14.54 14.38 10.60
O 14.14 13.09 11.15
C 12.94 13.28 11.71
O 12.34 12.45 12.43
O 12.39 14.46 11.39
H 12.10 16.91 10.38
H 13.88 17.11 10.14
H 13.26 16.76 11.81
H 12.90 14.87 9.48
H 15.22 14.80 11.31
H 15.14 14.17 9.68
C 12.32 18.49 14.02
C 12.57 18.64 15.48
C 13.52 17.65 16.08
O 14.78 18.30 16.13
C 14.60 19.62 15.93
O 15.51 20.43 16.00
O 13.29 19.88 15.73
H 11.80 17.57 13.81
H 13.34 18.32 13.61
H 11.75 19.36 13.71
H 11.71 18.66 16.13
H 13.65 16.77 15.40
H 13.20 17.42 17.14
C 17.14 17.48 17.57
C 17.89 18.45 16.76
C 19.01 19.09 17.51
O 20.03 19.24 16.46
C 19.69 18.57 15.36
O 20.34 18.54 14.36
O 18.57 17.85 15.57
H 16.62 16.79 16.92
H 16.32 18.01 18.11
H 17.78 17.00 18.26
H 17.20 19.17 16.28
H 19.32 18.45 18.37
H 18.69 20.05 17.81
C 12.64 11.77 15.44
C 12.42 10.60 14.55
C 13.57 10.40 13.57
O 14.42 9.44 14.31
C 13.69 8.95 15.35
O 14.15 8.14 16.10
O 12.49 9.42 15.42
H 12.99 12.64 14.87
H 13.33 11.46 16.22
H 11.73 12.09 16.00
H 11.43 10.54 14.08
H 13.99 11.43 13.39
H 13.26 9.91 12.66
C 22.84 16.87 15.77
C 21.57 16.06 16.04
C 21.78 14.69 16.56
O 20.64 14.50 17.46
C 20.28 15.70 17.96
O 19.62 15.83 18.93
O 20.86 16.67 17.15
H 23.35 16.39 14.96
H 23.50 16.86 16.64
H 22.58 17.89 15.58
H 20.90 16.07 15.17
H 22.72 14.61 17.08
H 21.72 13.92 15.74
C 19.03 11.81 9.95
C 20.22 12.35 10.67
C 21.00 13.29 9.87
O 21.85 13.93 10.92
C 21.18 13.91 12.03
O 21.49 14.49 13.05
O 20.08 13.16 11.86
H 18.49 11.00 10.44
H 19.30 11.58 8.92
H 18.35 12.67 9.86
H 20.86 11.50 10.98
H 20.35 14.15 9.44
H 21.72 12.93 9.15
C 17.37 12.70 13.26
C 16.66 13.21 14.49
C 17.24 14.43 15.13
O 16.41 15.51 14.57
C 15.23 14.97 14.13
O 14.33 15.63 13.76
O 15.35 13.66 14.05
H 17.48 13.55 12.57
H 16.77 11.92 12.75
H 18.27 12.29 13.59
H 16.56 12.45 15.26
H 18.24 14.62 14.83
H 17.10 14.38 16.19
*
```